Below is a structure of composition C23H29F9NO2RuSi2, with properties calculated with ωB97M-V/def2-TZVPD.

Output
Net charge: +1
Highest occupied orbital energy (alpha / beta), eV: -11.51 / -12.43
Molar mass, g/mol: 679.71
E_LUMO (alpha / beta), eV: -3.8 / -5.8
Gap between HOMO and LUMO (alpha / beta), eV: 7.7 / 6.6
Expectation value of S²: 6.05
Multiplicity: 5
E_tot, eV: -72696.15513

XYZ file:
```
67
Properties=species:S:1:pos:R:3:forces:R:3:lowdin_charge:R:1
Ru -0.2797 -0.1017 0.2429 -0.117 -0.008 -0.191 1.384
Si -0.4949 -3.6825 0.5959 0.060 -0.062 -0.006 0.445
Si 0.3534 0.4180 3.3328 0.086 0.006 0.019 0.457
F -3.0076 2.3722 0.1367 0.002 -0.026 -0.010 0.190
F 0.2483 4.4021 -1.3399 -0.005 0.002 -0.004 0.189
F 0.6543 2.3707 -2.9012 0.008 -0.009 -0.002 0.182
F -1.2037 4.2539 0.2405 0.016 0.011 0.018 0.179
F -2.4843 0.5610 -0.9131 -0.018 -0.063 0.027 0.084
F -1.8592 4.6084 -1.7917 -0.032 0.006 -0.004 0.191
F -0.7036 0.6969 -2.8397 -0.018 0.045 -0.034 0.145
F -1.3559 2.5993 -3.6502 0.026 0.013 -0.004 0.199
F -3.3726 2.2254 -1.9842 -0.030 -0.034 -0.002 0.215
O -0.2471 1.7922 -0.3590 0.025 0.236 -0.020 -0.238
O 1.7025 -0.7646 -0.7703 0.094 0.042 0.059 -0.086
N 1.0758 -0.2619 1.8095 -0.063 -0.028 0.060 -0.075
C 2.7852 0.2522 -2.6639 0.008 0.020 0.019 -0.017
C 4.4862 -1.5368 2.1930 0.043 -0.025 -0.030 -0.039
C -1.0550 -1.9353 0.0855 -0.039 -0.117 0.099 -0.357
C 1.8186 -1.8042 -4.2784 -0.009 -0.020 0.005 -0.047
C -0.9702 3.9597 -1.0375 -0.013 -0.039 0.012 -0.562
C -2.5249 1.9297 -1.0192 0.047 0.114 -0.028 -0.540
C 3.2628 -1.0441 2.5288 -0.026 0.009 0.072 0.004
C 1.5646 0.6679 4.7287 -0.001 0.023 -0.003 -0.174
C -1.0223 -4.0581 2.3487 -0.018 -0.016 0.009 -0.176
C 2.6612 -1.0146 0.1603 -0.019 0.003 -0.056 -0.199
C -1.0658 2.4215 -1.2581 0.071 -0.136 0.091 -0.281
C -1.3756 -4.8125 -0.6063 -0.032 0.019 -0.008 -0.177
C 2.5775 -0.7812 -4.8271 0.002 0.009 -0.016 -0.057
C 3.0592 0.2436 -4.0232 0.007 0.022 -0.005 -0.047
C -0.9806 -0.7659 3.8488 -0.026 0.008 0.050 -0.160
C 1.3518 -3.9504 0.4320 0.009 0.005 0.002 -0.159
C 2.0339 -0.7828 -2.1468 0.037 -0.010 0.003 -0.275
C 4.8171 -1.7704 0.8434 -0.018 0.008 0.020 -0.005
C 3.9051 -1.5075 -0.1659 0.039 0.001 -0.006 0.012
C -0.3367 2.0711 2.8356 -0.006 0.028 0.093 -0.171
C -0.6172 2.0385 -2.7008 -0.003 0.007 -0.007 -0.551
C 1.5409 -1.8138 -2.9175 -0.026 -0.038 0.001 -0.004
C 2.2753 -0.7491 1.5321 -0.004 0.002 -0.070 -0.256
H -1.7184 -0.9500 3.0667 -0.009 0.005 -0.031 0.021
H -0.5962 2.6027 3.7570 -0.007 -0.009 -0.042 0.051
H 4.1551 -1.6941 -1.2005 0.011 -0.002 0.008 0.134
H 3.6397 1.0471 -4.4568 -0.007 -0.011 0.015 0.119
H 3.1291 1.0514 -2.0192 0.003 -0.007 -0.018 0.138
H 1.8921 -0.2568 5.2073 -0.017 0.026 -0.015 0.037
H -1.9583 -3.5673 2.6223 0.006 -0.021 -0.019 0.033
H -1.1641 -5.8596 -0.3754 0.004 0.032 -0.002 0.041
H 0.9506 -2.6015 -2.4665 0.009 0.020 -0.010 0.109
H 1.9301 -3.3851 1.1673 -0.041 -0.044 -0.026 0.023
H -1.1486 -1.9317 -1.0179 -0.014 0.047 0.030 0.030
H 2.7903 -0.7780 -5.8874 -0.001 -0.001 0.005 0.114
H 1.4416 -2.5992 -4.9074 -0.004 0.004 0.009 0.116
H -0.2633 -3.7735 3.0791 0.001 0.029 -0.010 0.023
H -1.2436 2.0091 2.2349 -0.033 -0.008 -0.036 0.015
H -2.4590 -4.6768 -0.5649 0.024 -0.005 0.005 0.042
H -0.5739 -1.7264 4.1663 0.008 -0.002 -0.004 0.027
H -1.0593 -4.6294 -1.6369 -0.003 -0.004 0.028 0.032
H 1.7289 -3.7119 -0.5660 -0.001 -0.015 0.054 0.025
H 1.5613 -5.0094 0.6106 -0.021 0.028 -0.011 0.050
H 5.2096 -1.7575 2.9656 -0.006 0.002 0.000 0.122
H 2.4404 1.2547 4.4434 -0.018 -0.029 -0.005 0.048
H 3.0084 -0.8789 3.5633 0.005 -0.010 -0.032 0.085
H -1.1790 -5.1356 2.4475 0.022 0.027 0.014 0.041
H -2.0659 -1.7823 0.4982 0.000 -0.009 0.009 0.030
H -1.5114 -0.3345 4.7031 0.009 -0.014 -0.033 0.051
H 1.0298 1.2451 5.4903 0.025 -0.024 -0.026 0.048
H 5.7908 -2.1681 0.5905 -0.016 0.010 -0.004 0.124
H 0.3817 2.6839 2.2898 0.015 -0.017 -0.005 0.043
```
Positions in Å, forces in eV/Å.